This record from the Open Molecules 2025 dataset describes C40H78I2N5O3 as an isolated structure. The level of theory is ωB97M-V/def2-TZVPD.

XYZ file:
```
128
Properties=species:S:1:pos:R:3:forces:R:3:lowdin_charge:R:1
C 5.468115 3.864560 3.960874 0.288 0.028 -0.094 0.05
C 6.393390 2.955781 3.664042 -0.602 -0.389 0.256 -0.06
C 7.661947 3.366297 3.039730 -0.256 -0.424 -0.061 -0.54
O 8.047687 4.488417 3.081046 0.395 1.322 -0.368 0.15
O 8.360475 2.365345 2.468617 -0.464 -0.739 -0.392 0.00
C 8.817277 2.622662 1.139685 0.482 0.108 -0.328 -0.15
C 7.829757 2.192384 0.045187 0.004 0.464 -0.359 -0.15
C 7.522923 3.346505 -0.927299 -0.490 -0.279 0.281 -0.19
C 6.367187 4.248862 -0.423209 0.284 -0.316 -0.818 -0.18
C 5.133031 4.033193 -1.303204 -0.026 0.332 -0.038 -0.18
C 3.818519 4.631781 -0.736916 0.234 -0.005 -0.291 -0.10
C 2.661237 3.810996 -1.201684 -0.123 0.528 -0.054 -0.10
C 1.927616 4.196516 -2.359488 -0.238 -0.498 -0.039 -0.14
N 2.283258 5.408261 -2.991787 0.030 -0.208 0.144 0.12
C 0.919463 3.353486 -2.793121 0.227 0.317 -0.003 -0.13
C 0.070876 3.647122 -3.987020 -0.481 0.085 0.377 -0.72
I 0.479700 2.271320 -5.565735 0.438 0.033 -0.055 0.96
C -1.427363 3.863572 -3.586125 0.048 0.506 -0.561 -0.78
C -1.901904 5.244091 -4.073299 0.125 -0.103 -0.118 -0.17
I -2.811123 2.424336 -4.354472 -0.256 -0.042 0.435 0.89
C 0.700967 2.174688 -2.041824 -0.446 -0.246 0.223 -0.30
O -0.273912 1.363071 -2.435754 0.344 0.097 -0.267 -0.09
C 0.066872 -0.034433 -2.636463 -0.293 -0.710 -0.067 -0.14
C -0.726388 -0.943788 -1.707023 -0.247 0.393 0.010 -0.32
C -0.829894 -0.448771 -0.268679 -0.317 -0.591 0.187 -0.06
C -0.305008 -2.412988 -1.835889 0.141 0.039 0.099 -0.13
C 0.865020 -2.935719 -0.980463 -0.169 -0.180 0.245 -0.40
C 0.471892 -3.305430 0.459216 0.588 -0.041 -0.202 -0.07
C 2.117034 -2.065089 -0.994331 0.199 -0.284 -0.262 -0.07
N 1.358876 1.858151 -0.960640 0.503 0.241 -0.083 0.25
N 2.323128 2.697158 -0.574583 -0.078 -0.306 -0.122 0.00
C 2.996109 2.274737 0.664239 0.017 -0.382 0.592 -0.08
C 2.520178 3.002858 1.922761 -0.245 -0.192 -0.058 -0.14
C 1.181726 2.528148 2.502775 -0.436 0.182 0.242 -0.39
C 1.182903 1.040397 2.906798 0.097 0.212 0.064 -0.05
C -0.034756 2.911137 1.638642 0.209 -0.540 -0.294 -0.06
H 5.538739 4.850744 3.521381 0.237 0.273 0.492 0.08
H 4.670328 3.666602 4.662036 -0.387 -0.226 -0.399 0.07
H 6.216302 1.904832 3.853637 0.340 -0.037 0.431 0.11
H 9.049137 3.680941 1.029943 -0.037 0.101 0.189 0.12
H 9.753240 2.088290 1.004606 0.047 -0.096 0.243 0.13
H 6.884874 1.856147 0.475089 0.035 -0.150 0.172 0.11
H 8.235022 1.365692 -0.534940 0.071 -0.168 0.170 0.11
H 8.413724 3.937309 -1.127900 0.127 -0.030 0.024 0.11
H 7.215823 2.905675 -1.876710 0.094 0.075 -0.150 0.10
H 6.130231 4.017262 0.614717 0.072 0.232 0.178 0.10
H 6.679298 5.284017 -0.543126 -0.171 0.184 0.490 0.12
H 5.327220 4.537013 -2.252196 -0.006 -0.124 -0.139 0.12
H 5.012314 2.979368 -1.566344 -0.022 -0.140 0.271 0.11
H 3.846284 4.764771 0.340646 0.024 -0.295 0.095 0.11
H 3.689618 5.616625 -1.173282 -0.083 0.121 0.125 0.11
H 1.484149 5.939182 -3.302666 -0.012 0.014 -0.150 0.09
H 2.927723 5.256538 -3.758538 0.049 0.170 -0.018 0.12
H 0.402000 4.588673 -4.398554 0.112 0.017 -0.202 0.04
H -1.514020 3.859627 -2.503125 0.024 -0.405 0.065 0.08
H -2.669282 5.646029 -3.418601 -0.157 -0.050 -0.036 0.08
H -1.078436 5.960876 -4.101175 0.038 0.055 0.176 0.07
H -2.295168 5.181384 -5.084343 -0.038 0.083 -0.062 0.06
H -0.240243 -0.269091 -3.655687 0.040 0.181 -0.101 0.10
H 1.142091 -0.186485 -2.589572 0.099 0.268 0.286 0.11
H -1.748498 -0.887822 -2.093047 -0.054 -0.069 -0.044 0.13
H -1.323781 -1.233363 0.308064 -0.049 0.020 0.081 0.09
H -1.482271 0.418688 -0.191794 0.206 0.246 -0.071 0.07
H 0.124781 -0.269130 0.215438 0.107 0.184 -0.080 0.04
H -1.192253 -2.997402 -1.588398 0.036 -0.178 0.016 0.10
H -0.083218 -2.649110 -2.880734 -0.034 0.155 -0.110 0.12
H 1.161352 -3.882063 -1.439318 -0.089 -0.022 -0.164 0.13
H 1.186497 -4.047462 0.818636 -0.021 -0.045 0.119 0.08
H -0.516370 -3.756097 0.509705 -0.132 0.104 0.085 0.06
H 0.561372 -2.452981 1.130172 -0.291 0.063 0.087 0.06
H 2.399906 -1.840997 -2.024311 0.048 0.197 -0.008 0.08
H 2.012274 -1.143442 -0.422775 -0.105 0.132 -0.070 0.06
H 2.962736 -2.611953 -0.575882 -0.027 -0.042 0.149 0.08
H 4.074397 2.326148 0.532010 0.027 0.353 -0.134 0.12
H 2.768309 1.219452 0.789983 -0.096 -0.064 -0.255 0.12
H 2.443464 4.078754 1.766030 0.207 0.077 -0.046 0.11
H 3.290746 2.819029 2.669423 0.122 0.123 0.052 0.10
H 1.056294 3.094104 3.427337 0.232 0.117 0.024 0.13
H 0.960667 0.921514 3.964664 -0.030 0.005 0.062 0.08
H 2.167468 0.598700 2.750643 -0.017 -0.197 -0.033 0.07
H 0.434931 0.466558 2.364958 0.073 -0.088 -0.137 0.06
H 0.198056 3.713892 0.936775 -0.109 0.278 0.163 0.07
H -0.343444 2.060607 1.031900 -0.040 -0.006 -0.069 0.04
H -0.889351 3.183838 2.250854 -0.029 0.153 0.025 0.09
C -3.047177 -8.991859 2.099255 0.020 -0.007 0.010 -0.09
C -2.746777 -8.085142 0.915643 0.057 -0.042 0.116 -0.28
N -3.905704 -7.343156 0.454347 -0.034 0.070 -0.062 -0.20
C -3.703920 -6.694682 -0.826465 0.011 -0.045 -0.187 -0.24
C -2.654800 -5.578542 -0.905529 -0.039 0.165 -0.083 -0.10
C -4.588145 -6.550096 1.462329 -0.101 0.004 0.198 -0.24
C -3.782618 -5.472142 2.203689 -0.070 0.054 -0.014 -0.08
H -3.869144 -9.670103 1.868859 -0.031 0.028 -0.002 0.08
H -2.167296 -9.590955 2.335421 0.005 -0.003 -0.004 0.07
H -3.305446 -8.427639 2.995918 -0.002 -0.001 0.003 0.06
H -2.404604 -8.708866 0.085576 -0.012 0.068 -0.064 0.12
H -1.900088 -7.429756 1.179589 0.009 -0.019 0.001 0.10
H -4.665470 -6.302081 -1.167915 -0.023 0.022 0.070 0.11
H -3.433565 -7.469919 -1.549834 0.040 -0.050 0.069 0.11
H -3.012066 -4.661840 -0.433663 0.047 -0.004 0.057 0.04
H -2.444527 -5.337816 -1.950623 -0.014 -0.043 -0.012 0.07
H -1.710467 -5.863137 -0.438903 -0.013 -0.031 0.017 0.06
H -5.001655 -7.234628 2.205942 0.055 -0.042 -0.009 0.10
H -5.461461 -6.088743 0.994018 0.047 0.007 -0.099 0.11
H -2.800542 -5.834164 2.511862 -0.002 -0.027 -0.003 0.07
H -4.317458 -5.171917 3.107102 -0.006 -0.008 0.004 0.07
H -3.643876 -4.573958 1.601726 0.072 -0.023 -0.011 0.04
C -8.079445 -0.052451 1.842106 -0.016 0.004 -0.005 -0.09
C -7.020311 0.200512 0.780471 -0.138 -0.056 0.002 -0.27
N -5.684816 -0.185587 1.201171 0.107 0.003 -0.004 -0.20
C -4.641024 0.296951 0.319971 0.112 0.167 -0.070 -0.25
C -4.603873 -0.233555 -1.119690 0.187 -0.026 -0.004 -0.08
C -5.539438 -1.557851 1.659313 -0.061 -0.166 0.141 -0.24
C -5.915759 -2.690673 0.693041 0.076 -0.036 0.041 -0.08
H -7.815913 0.440436 2.778469 0.032 -0.024 0.011 0.08
H -9.037589 0.344526 1.506188 -0.003 0.003 -0.005 0.07
H -8.220351 -1.115566 2.038684 -0.003 -0.001 0.001 0.07
H -7.000081 1.272511 0.566006 0.085 -0.004 -0.043 0.12
H -7.330632 -0.295661 -0.152901 -0.011 0.012 0.001 0.10
H -3.675924 0.099026 0.796886 -0.030 -0.074 0.033 0.10
H -4.724672 1.388439 0.276661 -0.100 -0.005 0.017 0.11
H -4.235034 -1.258935 -1.161640 -0.073 -0.032 -0.019 0.05
H -3.924875 0.377639 -1.721739 -0.017 0.024 0.019 0.03
H -5.582670 -0.198084 -1.597623 -0.021 -0.005 0.017 0.07
H -6.137238 -1.673494 2.565835 -0.047 0.047 -0.026 0.10
H -4.505834 -1.695190 1.989421 0.041 0.067 -0.067 0.11
H -6.855443 -2.493453 0.175764 -0.008 0.020 0.006 0.07
H -6.039823 -3.620733 1.251448 -0.004 0.016 0.007 0.06
H -5.144294 -2.868762 -0.056413 -0.042 0.031 -0.060 0.05
```
Forces are in eV/Å.

Charge: +1
E, hartree: -2665.49572